The following is a quantum chemistry calculation of C12H22F6N5O5S2Sn as an isolated structure, from the OMol25 dataset.

Values from the calculation:
LUMO (spin up / spin down)	-13.456 / -13.654	eV
E_HOMO (spin up / spin down)	-18.8 / -18.8	eV
charge	+3
M	613.17	g mol⁻¹
energy above the lowest of the compared OMol25 structures with the same formula, charge and spin	0.000	eV

Each line ends with the Löwdin charge.
Positions of all 53 atoms, in Å:
H1 6.07790 -0.80044 -1.62639  0.1685
H2 -4.65737 0.09960 1.71642  0.0910
H3 1.79791 -2.84260 -0.89701  0.1688
H4 -2.67738 2.93560 -2.38256  0.0665
C1 4.43743 -1.21887 0.34121  -0.0071
H5 3.93548 -0.94070 1.26619  0.1706
H6 5.01360 0.23432 -2.62857  0.1683
S1 -0.95653 -1.08510 1.92306  0.6983
H7 -5.11618 2.50886 -2.04533  0.1456
C2 2.94204 -1.34346 -2.66546  -0.0561
H8 -4.31885 -1.19690 0.53670  0.0657
C3 4.42724 -2.90647 -1.46449  -0.0303
S2 -0.54257 1.48577 1.62517  0.6362
Sn1 -2.00149 0.63796 -0.84189  1.6053
N1 4.31652 -1.73968 -2.34523  0.0394
C4 -4.46145 2.62254 -1.18141  -0.2016
N2 -0.73189 0.31240 2.62929  -0.2568
H9 -3.50020 4.38289 -1.87923  0.1149
H10 -5.00911 3.10670 -0.37429  0.1429
H11 2.96712 -0.55415 -3.41651  0.1639
H12 -6.04798 1.28831 0.02477  0.1353
H13 3.88778 -3.76032 -1.86671  0.1685
N3 2.29246 -0.86411 -1.43110  0.0284
H14 -2.55180 3.52738 -0.68123  0.0671
F1 1.39053 2.17713 3.19146  0.1900
O1 -1.90239 -0.92746 0.77846  -0.4984
F2 -2.12118 -3.23123 2.72289  0.1994
F3 -3.05938 -1.40091 3.41049  0.1950
F4 -0.39790 3.38356 3.43045  0.2234
F5 0.85700 3.63518 1.67951  0.1890
O2 0.23290 -1.81338 1.61101  -0.2591
C5 2.33842 -1.99168 -0.48431  -0.0656
H15 2.47422 0.64960 0.04558  0.1269
N4 4.30830 -0.14753 -0.66613  0.0897
C6 2.94664 0.34677 -0.88503  -0.0562
C7 -5.33250 0.52935 -0.28550  -0.1786
C8 -3.21252 3.38728 -1.54051  -0.0944
H16 5.46333 -3.16041 -1.25490  0.1678
C9 -1.92050 -2.02678 3.21302  -0.6909
H17 2.39558 -2.20079 -3.05638  0.1641
F6 -1.19883 -2.06551 4.30595  0.2104
H18 5.48807 -1.44440 0.51722  0.1690
O3 0.33539 1.13481 0.49743  -0.4202
H19 2.94619 1.16011 -1.60641  0.1664
O4 -1.81486 2.00717 1.09779  -0.3750
O5 -4.12359 1.27176 -0.71129  -0.4121
H20 -5.71970 0.02087 -1.16792  0.1411
C10 -5.02715 -0.42334 0.83438  -0.0554
H21 -5.95137 -0.93340 1.10705  0.1113
N5 3.74611 -2.35223 -0.28995  0.0612
H22 1.89060 -1.71146 0.46638  0.1111
C11 5.04766 -0.55405 -1.87859  -0.0174
C12 0.39826 2.79146 2.58241  -0.6859